[1]
Density functional theory data (the ωB97M-V functional and the def2-TZVPD basis) for C25H24BClF4N3O10V as an isolated structure.

Geometry as XYZ:
```
69
Properties=species:S:1:pos:R:3:lowdin_charge:R:1
V 0.0504 -0.3429 -0.2633 0.94
O 3.2899 1.9109 -2.8561 0.07
C 2.2826 1.0966 -2.3804 -0.33
O 2.6632 -0.0606 -1.7865 0.07
C 0.9735 1.3535 -2.6370 -0.17
C 0.5601 2.2894 -3.6555 0.00
C -0.6846 2.1895 -4.1863 -0.09
C -1.5590 1.1595 -3.7466 -0.03
C -1.1641 0.3823 -2.6870 -0.25
N 0.0096 0.5392 -2.0367 0.01
C -1.9093 -0.7606 -2.1469 -0.45
O -2.9939 -1.2081 -2.7734 0.17
O -1.5409 -1.2839 -1.1075 -0.02
H 4.0812 1.3696 -2.9509 0.10
H 1.2792 3.0139 -4.0092 0.11
H -0.9966 2.8644 -4.9731 0.10
H -2.5246 1.0198 -4.2148 0.10
H -2.9147 -0.9618 -3.7047 0.12
C 1.3422 -3.5701 1.4625 -0.07
C 1.0971 -2.2874 2.2454 -0.23
N -0.1384 -1.5427 1.9089 -0.18
C -1.3302 -2.3306 2.3057 -0.22
C -1.9105 -3.2713 1.2554 -0.06
C -0.1220 -0.3005 2.6975 -0.19
C 0.9429 0.6950 2.2157 -0.18
N 1.2987 0.4692 0.8091 -0.10
C 2.5969 0.8110 0.5132 -0.10
C 3.2922 -0.0696 -0.4839 -0.34
F 3.0633 -1.3916 -0.1250 0.08
C 4.7459 0.1547 -0.5731 -0.18
F 5.4110 -0.6540 -1.4101 0.10
C 5.4177 1.1090 0.1036 0.06
C 4.7015 1.9598 0.9532 -0.21
F 5.3652 2.9206 1.6104 0.09
C 3.3396 1.8018 1.1444 -0.15
F 2.7305 2.6913 1.9561 0.08
H 2.3856 -3.8620 1.5870 0.08
H 1.1688 -3.3981 0.4045 0.05
H 0.7186 -4.3897 1.8178 0.07
H 1.9366 -1.6211 2.0639 0.10
H 1.0739 -2.5142 3.3247 0.12
H -2.1191 -1.6248 2.5744 0.12
H -1.0816 -2.8991 3.2149 0.12
H -2.2120 -2.7104 0.3793 0.06
H -2.7885 -3.7634 1.6791 0.08
H -1.2041 -4.0317 0.9349 0.06
H 0.0646 -0.5233 3.7608 0.13
H -1.1023 0.1600 2.6248 0.10
H 1.8383 0.5880 2.8350 0.12
H 0.5629 1.7040 2.3591 0.11
H 6.4883 1.2150 0.0019 0.13
O -1.4383 2.0516 1.2636 0.11
B -1.4045 1.0388 0.2686 -0.39
O -2.7413 0.8892 -0.1790 0.13
C -3.5376 1.6932 0.5730 -0.20
C -4.9103 1.8141 0.5801 0.00
C -5.4672 2.6599 1.5377 -0.11
C -4.6701 3.3522 2.4396 -0.11
C -3.2808 3.2427 2.4144 0.00
C -2.7371 2.4037 1.4660 -0.21
H -5.5216 1.2566 -0.1169 0.12
H -6.5427 2.7728 1.5847 0.09
H -5.1370 3.9778 3.1897 0.09
H -2.6536 3.7817 3.1121 0.11
O 2.0286 -3.0248 -3.3990 -0.32
Cl 0.7168 -3.0033 -2.8388 0.67
O 0.1770 -4.3309 -2.7770 -0.34
O -0.1359 -2.1839 -3.6674 -0.33
O 0.7805 -2.4859 -1.4869 -0.40
```

Properties
Multiplicity   4
Strongest force on any atom   0.0592 hartree/bohr
ΔE to the lowest compared entry with this formula, charge and spin   4.803 eV
Charge   -1
Calculated total energy   -3712.07924 Ha
⟨S²⟩   3.837
Kohn-Sham gap (spin up / spin down)   5.88 / 5.00 eV

***

[2]
Density functional theory data (the ωB97M-V functional and the def2-TZVPD basis) for C25H24BF2N2O2PPt as an isolated structure.

Geometry as XYZ:
```
58
Properties=species:S:1:pos:R:3:lowdin_charge:R:1
Pt -0.7488 -1.1689 -0.0203 0.98
C -0.9950 -2.2966 -4.5904 -0.05
O -0.4149 -1.6862 -3.3929 -0.13
C 0.9023 -1.3267 -3.3686 -0.21
C 1.6513 -1.1718 -4.5465 -0.04
C 3.0374 -1.3410 -4.6135 -0.09
C 3.6583 -1.5743 -3.4119 -0.12
C 2.9959 -1.5643 -2.1908 -0.02
C 1.6101 -1.3161 -2.1066 -0.17
N 1.1374 -0.8733 -0.8804 -0.13
N 1.9941 -0.2518 -0.0820 0.07
C 1.8504 -0.5079 1.2635 -0.15
C 0.9890 -1.6068 1.7273 -0.40
O 0.5773 -2.4753 0.8458 -0.19
C 0.6639 -1.6267 3.1023 -0.02
C 1.1990 -0.7017 3.9849 -0.03
C 2.0893 0.3292 3.5578 -0.16
C 2.5019 1.4221 4.3811 -0.04
C 3.3233 2.4229 3.9080 -0.11
C 3.8058 2.3248 2.6119 -0.10
C 3.4349 1.3094 1.7335 -0.03
C 2.4931 0.3934 2.1655 -0.13
H -0.9243 -1.6855 -5.5323 0.09
H -2.0456 -2.5083 -4.3292 0.09
H -0.5155 -3.2750 -4.8276 0.11
H 1.0695 -1.0730 -5.4758 0.10
H 3.6286 -1.3975 -5.5701 0.12
H 4.7443 -1.7810 -3.3960 0.11
H 3.5865 -1.5786 -1.2603 0.12
H -0.0680 -2.3592 3.3737 0.11
H 0.9928 -0.7525 5.0678 0.11
H 2.2163 1.4063 5.4279 0.10
H 3.6500 3.2361 4.5949 0.11
H 4.5113 3.0909 2.2282 0.11
H 3.8243 1.1845 0.7451 0.10
F -2.9653 -2.6820 -1.4019 0.09
B -2.6670 -1.8860 -0.2968 -0.90
F -3.3531 -2.1288 0.8818 0.10
C -1.8451 1.1031 -2.0392 -0.20
P -2.5296 0.1648 -0.5986 0.85
C -4.3021 0.0307 -1.2461 -0.14
C -2.5071 1.1575 0.9041 -0.36
C -1.6017 2.1862 0.8987 -0.10
C -1.4588 2.9255 2.0825 -0.06
C -2.1705 2.5801 3.2430 -0.09
C -3.1412 1.6221 3.1789 -0.10
C -3.3009 0.8738 2.0300 -0.07
H -0.8580 1.4946 -1.8107 0.04
H -2.5302 1.9231 -2.2482 0.05
H -1.7564 0.4710 -2.8943 0.03
H -4.4457 0.8881 -1.9462 0.07
H -5.0552 0.0538 -0.4569 0.06
H -4.3715 -0.8868 -1.7851 0.03
H -0.9962 2.4523 0.0182 0.11
H -0.7680 3.7895 2.1201 0.11
H -1.9292 3.0259 4.2633 0.13
H -3.7478 1.4575 4.0611 0.11
H -4.1255 0.1647 1.9184 0.11
```

Properties
Multiplicity   3
Strongest force on any atom   0.0860 hartree/bohr
ΔE to the lowest compared entry with this formula, charge and spin   2.688 eV
Charge   0
Calculated total energy   -1912.24315 Ha
⟨S²⟩   2.061
Kohn-Sham gap (spin up / spin down)   6.16 / 6.04 eV

***

[3]
Density functional theory data (the ωB97M-V functional and the def2-TZVPD basis) for C25H24BiCl5NO4SSb2 as an isolated structure.

Geometry as XYZ:
```
63
Properties=species:S:1:pos:R:3:lowdin_charge:R:1
Bi 1.2658 -0.3365 -1.6546 1.61
Cl 5.1299 -1.6189 4.3433 0.72
C 4.0671 -0.9946 3.1530 -0.70
C 4.4929 -0.8715 1.8341 -0.70
Cl 6.0845 -1.3180 1.3818 0.73
C 3.6136 -0.3748 0.8798 -0.58
Cl 4.1434 -0.1553 -0.7637 0.71
C 2.3026 -0.0193 1.1940 -0.46
O 1.4318 0.4393 0.2790 -0.46
C 1.9046 -0.1087 2.5301 -0.61
Cl 0.3259 0.4157 2.9498 0.78
C 2.7741 -0.5963 3.4988 -0.69
Cl 2.2507 -0.7166 5.1245 0.73
C -2.2949 -0.0596 0.8064 -0.27
Sb -1.6637 0.1565 -1.1948 1.39
C -2.9198 -1.0840 -2.3629 -0.27
C -2.3035 2.1101 -1.8786 -0.28
C -2.6763 3.0704 -0.7800 -0.28
C -3.7498 2.7185 0.0452 -0.08
C -4.1807 3.5278 1.0762 -0.07
C -3.5335 4.7374 1.2957 -0.06
C -2.4987 5.1156 0.4646 -0.05
C -2.0524 4.3117 -0.5910 -0.28
C -0.9684 4.8660 -1.4617 -0.34
Sb 1.0701 4.7003 -0.6797 1.35
C 0.5768 3.6479 1.1206 -0.35
C 1.4347 2.8579 -1.7703 -0.42
H -3.3393 -0.3654 0.7986 0.03
H -2.1829 0.8974 1.3095 0.00
H -1.6793 -0.8200 1.2744 -0.03
H -3.9500 -0.8786 -2.0752 0.03
H -2.6743 -2.1224 -2.1618 0.00
H -2.7818 -0.8511 -3.4167 0.02
H -3.1728 1.8752 -2.4962 0.07
H -1.5233 2.4868 -2.5347 0.04
H -4.2684 1.7835 -0.1435 0.11
H -5.0157 3.2276 1.6946 0.11
H -3.8521 5.3911 2.0966 0.11
H -2.0228 6.0785 0.6150 0.12
H -1.1347 5.9339 -1.5988 0.05
H -0.9449 4.4261 -2.4581 0.04
H 0.1510 4.3289 1.8555 0.01
H 1.4883 3.2122 1.5301 0.00
H -0.1386 2.8507 0.9170 -0.01
H 1.5361 3.0399 -2.8396 0.02
H 0.5522 2.2473 -1.5636 -0.10
H 2.3406 2.3962 -1.3759 -0.03
O 2.6507 -2.8425 -2.4312 0.03
C 1.9092 -3.2342 -1.5531 -0.53
N 1.1094 -2.3505 -0.8485 -0.31
S 0.0720 -3.0821 0.2218 0.64
O -1.2680 -2.9109 -0.2793 -0.32
O 0.3468 -2.6645 1.5600 -0.26
C 0.6975 -4.6928 -0.1151 -0.21
C 0.3130 -5.8813 0.4686 -0.01
C 0.9668 -7.0310 0.0389 -0.03
C 1.9625 -6.9759 -0.9327 -0.03
C 2.3370 -5.7678 -1.5069 0.02
C 1.6887 -4.6231 -1.0821 -0.13
H -0.4575 -5.9194 1.2264 0.13
H 0.6963 -7.9850 0.4707 0.12
H 2.4521 -7.8888 -1.2429 0.12
H 3.1095 -5.7088 -2.2615 0.13
```

Properties
Strongest force on any atom   0.0028 hartree/bohr
ΔE to the lowest compared entry with this formula, charge and spin   0.083 eV
Charge   +1
Calculated total energy   -4716.78466 Ha
Kohn-Sham gap   7.21 eV

***

[4]
Density functional theory data (the ωB97M-V functional and the def2-TZVPD basis) for a 5-piece molecular cluster, C25H24Br2F36NO9PS overall.

Geometry as XYZ:
```
99
Properties=species:S:1:pos:R:3:lowdin_charge:R:1
O 1.5164 0.7374 5.3513 -0.24
P 2.2636 0.7073 4.0978 0.42
O 2.1908 2.0977 3.3134 -0.14
O 3.8245 0.4327 4.3555 -0.11
C 1.7708 -0.6611 2.9882 -0.22
N 0.3023 -0.8055 2.8348 -0.21
C -0.1729 -0.2681 1.5303 -0.23
C -1.6752 -0.0347 1.4355 -0.13
C -2.3044 1.0479 2.3380 -0.78
F -3.3047 1.6050 1.5713 -0.05
Br -1.0632 2.4464 2.7867 0.95
C -3.0132 0.5799 3.6532 -0.94
F -2.1201 0.2211 4.5730 0.04
F -3.8254 -0.4942 3.4737 0.04
Br -4.0936 2.0067 4.3897 0.83
S -0.0530 -2.4050 3.0534 0.61
O 0.0873 -3.1481 1.8407 -0.23
O 0.5023 -2.8517 4.2801 -0.21
F -1.5893 -2.2617 3.2713 -0.13
H 2.5282 2.0773 2.4086 0.06
H 4.3271 0.3678 3.5328 0.06
H 2.2426 -0.5445 2.0087 0.09
H 2.2242 -1.5465 3.4334 0.10
H 0.1099 -0.9604 0.7317 0.11
H 0.3600 0.6570 1.3261 0.07
H -2.2368 -0.9595 1.5277 0.11
H -1.8692 0.3243 0.4263 0.11
F -3.5136 -2.3753 -4.7305 0.10
C -4.3801 -1.3935 -5.0517 -0.31
F -4.7306 -1.5474 -6.3473 0.10
C -3.7313 -0.0158 -4.8859 -0.44
F -2.7018 0.1141 -5.7478 0.14
F -4.6968 0.8746 -5.2573 0.10
C -3.2956 0.4084 -3.4763 -0.03
O -1.9187 0.2933 -3.1574 0.05
C -1.3853 -0.8365 -2.6122 -0.55
F -2.3062 -1.7404 -2.3031 0.18
F -0.7857 -0.4696 -1.4392 0.11
C -0.2733 -1.4251 -3.4871 -0.29
F -0.7626 -1.7801 -4.6872 0.11
F 0.2198 -2.5243 -2.8728 0.10
H -5.2758 -1.4776 -4.4307 0.17
H -3.4772 1.4816 -3.4508 0.15
H -3.9331 -0.0305 -2.7080 0.15
H 0.5245 -0.6915 -3.6215 0.17
F 6.8980 3.3693 -0.0902 0.09
C 7.8522 3.3423 -1.0463 -0.30
F 7.6694 4.4153 -1.8448 0.10
C 7.7375 2.0750 -1.8995 -0.44
F 6.5598 2.0747 -2.5622 0.13
F 8.7302 2.1859 -2.8251 0.11
C 7.9545 0.7219 -1.2089 -0.03
O 6.8047 -0.0330 -0.8616 0.06
C 6.1803 0.0837 0.3410 -0.55
F 6.8227 0.8943 1.1984 0.16
F 6.1291 -1.1425 0.9086 0.15
C 4.7167 0.5121 0.1682 -0.25
F 4.6185 1.7163 -0.4124 0.11
F 4.1575 0.6104 1.4159 0.05
H 8.8385 3.4110 -0.5810 0.18
H 8.4423 0.1099 -1.9656 0.15
H 8.6563 0.8025 -0.3788 0.15
H 4.1634 -0.2207 -0.4204 0.18
F 1.7228 6.9359 -1.6329 0.10
C 2.5798 6.8033 -2.6649 -0.31
F 2.3183 7.7801 -3.5603 0.10
C 2.3978 5.4488 -3.3555 -0.44
F 1.1666 5.3713 -3.9002 0.14
F 3.3012 5.4515 -4.3783 0.10
C 2.6941 4.1818 -2.5393 -0.03
O 1.5808 3.4811 -2.0122 0.05
C 1.0573 3.7262 -0.7801 -0.54
F 1.7760 4.5936 -0.0522 0.16
F 1.0753 2.5418 -0.0969 0.10
C -0.4100 4.1565 -0.8946 -0.29
F -0.4805 5.2925 -1.6139 0.11
F -0.9318 4.3953 0.3258 0.06
H 3.6060 6.9190 -2.3060 0.17
H 3.1154 3.4883 -3.2640 0.15
H 3.4686 4.3518 -1.7918 0.14
H -0.9942 3.3785 -1.3916 0.17
F -5.7283 -3.5252 3.0122 0.11
C -4.7773 -3.4497 2.0645 -0.31
F -5.0020 -2.3293 1.3310 0.09
C -4.8282 -4.6635 1.1365 -0.45
F -6.0004 -4.6808 0.4654 0.14
F -3.8442 -4.4481 0.2310 0.11
C -4.5420 -6.0438 1.7442 -0.04
O -5.6509 -6.8700 2.0372 0.05
C -6.2805 -6.8617 3.2503 -0.55
F -5.6632 -6.0854 4.1559 0.16
F -6.2573 -8.1288 3.7267 0.14
C -7.7613 -6.4893 3.1066 -0.29
F -7.8848 -5.2503 2.5917 0.10
F -8.3329 -6.5067 4.3304 0.10
H -3.7956 -3.3630 2.5372 0.16
H -4.0213 -6.5794 0.9516 0.15
H -3.8444 -5.9775 2.5798 0.15
H -8.2657 -7.2054 2.4554 0.17
```

Properties
SMILES string   O=P(O)(O)CN(CC[C@](F)(Br)C(F)(F)Br)S(=O)(=O)F.FC(F)C(F)(F)COC(F)(F)C(F)F.FC(F)C(F)(F)COC(F)(F)C(F)F.FC(F)C(F)(F)COC(F)(F)C(F)F.FC(F)C(F)(F)COC(F)(F)C(F)F
Strongest force on any atom   0.0260 hartree/bohr
ΔE to the lowest compared entry with this formula, charge and spin   0.000 eV
Charge   0
Calculated total energy   -11181.81913 Ha
Kohn-Sham gap   10.16 eV